a | ORCA calculation (wB97M-V/def2-TZVPD) on a structure of composition C42H51AsClCsF5IN3O2PS.

- LUMO level (eV) = 3.462
- highest occupied orbital energy (eV) = -2.2
- frontier orbital gap (eV) = 5.69

The geometry in ORCA input format:
```
! wB97M-V def2-TZVPD RIJCOSX def2/J DEFGRID3
* xyz -2 1
Cs -0.098 -0.946 -0.012
Cl -6.682 -3.301 4.023
C -5.488 -3.109 2.759
C -5.774 -3.599 1.507
C -4.852 -3.441 0.495
I -5.242 -4.269 -1.420
C -3.616 -2.772 0.620
O -2.808 -2.647 -0.326
C -3.351 -2.265 1.964
N -2.186 -1.637 2.146
C -1.856 -1.205 3.338
C -2.671 -1.384 4.466
C -3.868 -2.030 4.313
C -4.267 -2.472 3.035
H -6.709 -4.109 1.329
H -0.896 -0.714 3.420
H -2.348 -1.016 5.430
H -4.515 -2.227 5.158
C 3.870 4.237 -4.710
C 3.715 3.472 -3.395
C 4.460 4.167 -2.254
C 4.175 2.036 -3.521
C 5.499 1.780 -3.837
C 5.993 0.491 -3.892
C 5.168 -0.557 -3.518
C 3.854 -0.346 -3.150
C 2.987 -1.484 -2.665
C 2.385 -2.264 -3.838
C 3.732 -2.420 -1.712
C 3.307 0.957 -3.218
N 1.986 1.154 -2.910
C 1.212 1.808 -3.715
C -0.113 2.231 -3.522
C -0.823 2.994 -4.484
C -2.063 3.237 -3.941
C -2.067 2.601 -2.678
N -0.904 2.013 -2.424
C -3.227 2.595 -1.711
C -3.426 4.009 -1.146
C -4.505 2.157 -2.437
C -2.977 1.634 -0.550
H 3.475 5.248 -4.614
H 3.321 3.730 -5.500
H 4.913 4.303 -5.013
H 2.654 3.470 -3.132
H 5.530 4.224 -2.451
H 4.313 3.606 -1.335
H 4.074 5.175 -2.117
H 6.159 2.611 -4.050
H 7.020 0.302 -4.188
H 5.568 -1.562 -3.513
H 2.158 -1.038 -2.110
H 3.159 -2.766 -4.422
H 1.837 -1.586 -4.490
H 1.690 -3.013 -3.463
H 4.458 -3.033 -2.243
H 3.020 -3.078 -1.224
H 4.249 -1.846 -0.946
H 1.598 2.066 -4.719
H -0.446 3.339 -5.436
H -2.865 3.805 -4.387
H -3.619 4.723 -1.943
H -2.528 4.327 -0.618
H -4.264 4.029 -0.449
H -4.772 2.866 -3.216
H -5.338 2.088 -1.736
H -4.352 1.182 -2.894
H -2.113 1.950 0.028
H -2.789 0.633 -0.924
H -3.846 1.606 0.107
C -0.466 -4.442 1.699
P 0.222 -4.499 0.015
C -1.075 -5.116 -1.108
C 1.494 -5.829 0.106
O 0.805 -3.233 -0.458
H -0.621 -5.440 2.107
H -1.408 -3.905 1.671
H 0.234 -3.887 2.322
H -1.550 -6.026 -0.758
H -0.627 -5.280 -2.087
H -1.812 -4.316 -1.183
H 1.063 -6.790 0.365
H 2.226 -5.547 0.860
H 1.992 -5.893 -0.860
F 2.684 -2.909 2.895
C 3.053 -1.598 3.043
C 2.155 -0.605 2.654
C 2.653 0.658 2.940
F 1.840 1.754 2.713
C 3.892 0.957 3.493
F 4.289 2.245 3.714
C 4.731 -0.087 3.842
F 5.939 0.157 4.420
C 4.297 -1.387 3.627
F 5.102 -2.417 4.019
C 0.170 3.850 1.491
As -0.111 3.744 3.414
C -1.056 5.448 3.718
C 1.545 4.099 4.406
S -1.290 2.277 4.264
H 0.648 4.801 1.260
H -0.806 3.804 1.007
H 0.772 3.030 1.117
H -0.480 6.308 3.382
H -1.265 5.540 4.788
H -2.010 5.421 3.189
H 1.512 5.107 4.821
H 2.408 3.992 3.758
H 1.624 3.374 5.218
*
```

b | ORCA calculation (wB97M-V/def2-TZVPD) on a structure of composition C42H51AsClCsF5IN3O2PS.

- LUMO level (eV) = 3.583
- highest occupied orbital energy (eV) = -2.4
- frontier orbital gap (eV) = 5.93

The geometry in ORCA input format:
```
! wB97M-V def2-TZVPD RIJCOSX def2/J DEFGRID3
* xyz -2 1
Cs 0.113 -0.456 0.469
Cl -6.865 1.091 3.783
C -5.118 1.038 3.605
C -4.385 2.147 3.935
C -3.001 2.141 3.788
I -1.916 3.860 4.318
C -2.249 1.052 3.279
O -1.009 1.076 3.093
C -3.067 -0.143 3.005
N -2.397 -1.255 2.631
C -3.061 -2.349 2.350
C -4.463 -2.426 2.412
C -5.166 -1.325 2.809
C -4.482 -0.135 3.141
H -4.888 3.029 4.308
H -2.469 -3.211 2.056
H -4.964 -3.348 2.146
H -6.246 -1.347 2.873
C 6.321 2.550 -2.636
C 5.528 1.741 -1.607
C 6.096 1.956 -0.200
C 5.484 0.259 -1.947
C 6.670 -0.469 -1.912
C 6.690 -1.839 -2.106
C 5.488 -2.508 -2.296
C 4.284 -1.823 -2.332
C 2.979 -2.561 -2.544
C 2.756 -2.847 -4.031
C 2.881 -3.837 -1.711
C 4.273 -0.418 -2.216
N 3.056 0.248 -2.338
C 2.955 1.157 -3.241
C 1.877 2.053 -3.483
C 1.862 2.979 -4.549
C 0.663 3.672 -4.438
C 0.019 3.134 -3.295
N 0.747 2.180 -2.718
C -1.332 3.541 -2.753
C -1.306 5.016 -2.328
C -2.396 3.354 -3.844
C -1.689 2.684 -1.543
H 6.282 3.616 -2.397
H 5.919 2.409 -3.640
H 7.371 2.243 -2.650
H 4.508 2.120 -1.596
H 7.141 1.641 -0.142
H 5.521 1.386 0.531
H 6.045 3.014 0.070
H 7.602 0.052 -1.715
H 7.626 -2.384 -2.084
H 5.493 -3.586 -2.412
H 2.195 -1.876 -2.217
H 3.569 -3.464 -4.426
H 2.728 -1.916 -4.602
H 1.813 -3.381 -4.188
H 3.587 -4.598 -2.058
H 1.877 -4.260 -1.776
H 3.087 -3.624 -0.662
H 3.778 1.278 -3.963
H 2.634 3.109 -5.296
H 0.301 4.456 -5.091
H -1.032 5.660 -3.167
H -0.572 5.164 -1.534
H -2.287 5.329 -1.956
H -2.157 3.948 -4.729
H -3.384 3.652 -3.477
H -2.442 2.304 -4.144
H -0.914 2.772 -0.780
H -1.779 1.632 -1.820
H -2.645 3.007 -1.121
C -1.412 -3.333 -2.905
P -1.731 -1.547 -2.878
C -0.120 -0.796 -3.128
C -2.660 -1.230 -4.405
O -2.474 -1.104 -1.668
H -0.664 -3.579 -3.661
H -2.336 -3.874 -3.111
H -1.042 -3.622 -1.919
H 0.285 -1.061 -4.106
H 0.560 -1.167 -2.360
H -0.151 0.293 -3.028
H -2.123 -1.583 -5.286
H -2.827 -0.156 -4.485
H -3.626 -1.731 -4.331
F -0.537 -4.349 0.410
C 0.472 -4.435 1.356
C 1.206 -3.317 1.657
C 2.176 -3.571 2.598
F 3.038 -2.576 3.003
C 2.411 -4.794 3.206
F 3.390 -4.968 4.125
C 1.621 -5.874 2.857
F 1.816 -7.084 3.426
C 0.630 -5.692 1.912
F -0.150 -6.745 1.563
C 1.102 -0.642 4.266
As 2.327 0.541 3.341
C 3.925 0.402 4.442
C 1.771 2.336 3.779
S 2.903 0.469 1.346
H 0.572 -0.022 4.986
H 1.691 -1.407 4.768
H 0.376 -1.110 3.606
H 3.676 0.532 5.497
H 4.612 1.181 4.118
H 4.383 -0.572 4.280
H 1.666 2.456 4.858
H 0.819 2.541 3.295
H 2.540 3.004 3.394
*
```

c | ORCA calculation (wB97M-V/def2-TZVPD) on a structure of composition C42H51AsClCsF5IN3O2PS.

- LUMO level (eV) = 3.501
- highest occupied orbital energy (eV) = -2.2
- frontier orbital gap (eV) = 5.74

The geometry in ORCA input format:
```
! wB97M-V def2-TZVPD RIJCOSX def2/J DEFGRID3
* xyz -2 1
Cs 0.165 -0.361 -0.147
Cl 4.600 7.155 -0.799
C 4.242 5.538 -0.215
C 4.391 5.259 1.117
C 4.118 3.989 1.614
I 4.361 3.606 3.660
C 3.678 2.901 0.817
O 3.440 1.755 1.251
C 3.516 3.240 -0.610
N 3.049 2.254 -1.401
C 2.851 2.484 -2.679
C 3.112 3.731 -3.271
C 3.582 4.754 -2.494
C 3.795 4.542 -1.116
H 4.727 6.039 1.789
H 2.443 1.661 -3.255
H 2.931 3.871 -4.330
H 3.784 5.730 -2.914
C -6.055 0.008 0.358
C -5.311 -0.826 1.406
C -6.276 -1.755 2.146
C -4.537 0.066 2.361
C -5.224 1.025 3.103
C -4.558 1.919 3.921
C -3.170 1.876 3.983
C -2.450 0.934 3.267
C -0.938 0.876 3.312
C -0.440 -0.109 4.369
C -0.272 2.239 3.480
C -3.135 -0.008 2.467
N -2.399 -0.951 1.747
C -2.598 -2.198 2.016
C -2.027 -3.318 1.364
C -2.268 -4.662 1.728
C -1.530 -5.432 0.844
C -0.853 -4.513 0.002
N -1.156 -3.253 0.306
C 0.097 -4.872 -1.119
C 1.160 -5.848 -0.595
C -0.682 -5.544 -2.258
C 0.804 -3.634 -1.662
H -6.549 -0.644 -0.366
H -5.357 0.651 -0.179
H -6.817 0.641 0.818
H -4.594 -1.449 0.873
H -7.019 -1.185 2.710
H -5.734 -2.391 2.847
H -6.807 -2.399 1.441
H -6.306 1.075 3.031
H -5.111 2.655 4.493
H -2.640 2.592 4.601
H -0.664 0.490 2.332
H -0.747 0.217 5.368
H 0.649 -0.177 4.338
H -0.847 -1.105 4.190
H -0.392 2.628 4.495
H -0.694 2.966 2.782
H 0.798 2.153 3.279
H -3.273 -2.462 2.845
H -2.903 -5.001 2.535
H -1.468 -6.512 0.813
H 0.703 -6.768 -0.225
H 1.710 -5.391 0.231
H 1.866 -6.111 -1.389
H -1.188 -6.444 -1.899
H -0.013 -5.825 -3.078
H -1.440 -4.862 -2.647
H 1.377 -3.142 -0.872
H 0.103 -2.910 -2.079
H 1.496 -3.921 -2.461
C 0.132 4.379 -0.218
P -1.055 3.271 -1.018
C -0.806 3.475 -2.795
C -2.682 3.993 -0.654
O -0.944 1.859 -0.578
H 0.023 5.406 -0.570
H 1.139 4.029 -0.443
H -0.011 4.345 0.863
H -0.888 4.516 -3.109
H -1.535 2.858 -3.317
H 0.183 3.083 -3.039
H -2.724 5.045 -0.939
H -2.879 3.894 0.414
H -3.442 3.435 -1.201
F 2.920 -0.915 -3.795
C 1.715 -0.755 -4.441
C 0.689 -0.094 -3.804
C -0.449 -0.006 -4.570
F -1.572 0.618 -4.068
C -0.593 -0.508 -5.852
F -1.741 -0.382 -6.563
C 0.479 -1.160 -6.431
F 0.382 -1.664 -7.680
C 1.655 -1.289 -5.715
F 2.702 -1.929 -6.290
C 5.225 -0.587 2.173
As 3.906 -1.646 1.236
C 4.723 -3.394 1.041
C 3.840 -0.930 -0.557
S 2.071 -1.790 2.198
H 6.113 -0.481 1.549
H 5.487 -1.053 3.122
H 4.758 0.385 2.335
H 5.716 -3.316 0.599
H 4.071 -3.984 0.397
H 4.780 -3.869 2.019
H 4.851 -0.898 -0.967
H 3.435 0.082 -0.528
H 3.226 -1.565 -1.195
*
```

Calculated relative energies: a 0.0246; b 0.0096; c 0.0000, given in hartree

a | ORCA calculation (wB97M-V/def2-TZVPD) on a structure of composition C40H27Cl4N6O4S2Ti.

- LUMO level (alpha / beta) (eV) = -0.731 / -0.747
- ⟨S²⟩ = 0.752
- highest occupied orbital energy (alpha / beta) (eV) = -6.7 / -7.2
- frontier orbital gap (alpha / beta) (eV) = 6.01 / 6.50

The geometry in ORCA input format:
```
! wB97M-V def2-TZVPD RIJCOSX def2/J DEFGRID3
* xyz 0 2
Ti 0.284 -0.041 -0.076
Cl 2.218 0.874 6.371
C 1.322 0.953 4.885
C 0.254 1.828 4.749
Cl -0.237 2.838 6.072
C -0.434 1.910 3.522
Cl -1.746 3.017 3.268
C -0.061 1.113 2.459
O -0.570 1.149 1.237
C 0.988 0.193 2.616
O 1.244 -0.528 1.521
C 1.685 0.132 3.799
Cl 3.037 -0.957 3.868
S -4.888 3.018 -0.504
C -6.486 3.540 -0.766
C -7.286 2.513 -1.159
C -6.570 1.280 -1.246
C -5.252 1.392 -0.921
C -4.220 0.314 -0.912
C -2.928 0.537 -0.394
N -1.992 -0.379 -0.374
C -2.269 -1.595 -0.853
C -3.494 -1.935 -1.370
C -3.705 -3.288 -1.842
C -2.734 -4.213 -1.757
C -1.440 -3.880 -1.207
C -0.383 -4.800 -1.085
C 0.801 -4.423 -0.532
C 0.904 -3.087 -0.105
N -0.038 -2.191 -0.259
C -1.208 -2.585 -0.782
C 1.992 -5.316 -0.380
C 3.260 -4.955 -0.032
C 4.176 -6.055 -0.010
C 3.578 -7.227 -0.348
S 1.922 -7.003 -0.685
C -4.480 -0.929 -1.401
H -6.752 4.581 -0.614
H -8.346 2.623 -1.377
H -7.034 0.339 -1.533
H -2.641 1.490 0.037
H -4.671 -3.547 -2.264
H -2.908 -5.228 -2.098
H -0.530 -5.822 -1.430
H 1.789 -2.733 0.403
H 3.547 -3.929 0.201
H 5.229 -5.969 0.244
H 4.020 -8.216 -0.411
H -5.452 -1.159 -1.823
N 1.391 2.163 -0.298
C 1.221 2.923 -1.562
C 1.389 2.041 -2.804
C 0.269 1.046 -2.986
O -0.357 0.957 -4.027
O 0.018 0.329 -1.909
H 0.971 2.670 0.463
H 2.375 2.070 -0.081
H 1.919 3.752 -1.616
H 0.221 3.345 -1.563
H 2.339 1.504 -2.722
H 1.418 2.651 -3.701
C 3.884 -1.588 -2.447
C 2.620 -1.206 -2.045
N 2.399 -0.561 -0.896
C 3.449 -0.299 -0.121
C 4.751 -0.621 -0.438
C 4.964 -1.285 -1.626
C 5.874 -0.345 0.502
C 5.915 0.339 1.624
C 4.904 1.200 2.321
C 5.202 1.678 3.578
C 4.262 2.473 4.208
N 3.101 2.796 3.637
C 2.909 2.283 2.418
N 3.753 1.501 1.738
H 4.016 -2.110 -3.386
H 1.750 -1.400 -2.659
H 3.229 0.178 0.815
H 5.972 -1.583 -1.906
H 6.804 -0.849 0.243
H 6.864 0.294 2.146
H 6.138 1.423 4.063
H 4.441 2.864 5.205
H 1.966 2.521 1.926
*
```

b | ORCA calculation (wB97M-V/def2-TZVPD) on a structure of composition C40H27Cl4N6O4S2Ti.

- LUMO level (alpha / beta) (eV) = -0.744 / -0.742
- ⟨S²⟩ = 0.773
- highest occupied orbital energy (alpha / beta) (eV) = -5.3 / -7.8
- frontier orbital gap (alpha / beta) (eV) = 4.56 / 7.02

The geometry in ORCA input format:
```
! wB97M-V def2-TZVPD RIJCOSX def2/J DEFGRID3
* xyz 0 2
Ti -1.058 -0.036 -0.383
Cl -1.284 -1.382 6.111
C -0.905 -0.662 4.595
C 0.193 0.185 4.482
Cl 1.151 0.554 5.865
C 0.532 0.740 3.245
Cl 1.893 1.779 3.065
C -0.232 0.439 2.127
O 0.028 0.793 0.882
C -1.401 -0.350 2.257
O -2.073 -0.497 1.123
C -1.709 -0.920 3.482
Cl -3.061 -1.985 3.575
S 5.379 -1.617 -3.111
C 5.928 -3.159 -2.608
C 5.014 -3.787 -1.825
C 3.846 -3.015 -1.621
C 3.878 -1.801 -2.259
C 2.874 -0.746 -2.254
C 1.608 -0.997 -1.747
N 0.656 -0.070 -1.591
C 0.944 1.213 -2.006
C 2.178 1.538 -2.628
C 2.369 2.881 -3.102
C 1.417 3.823 -2.951
C 0.179 3.528 -2.288
C -0.827 4.457 -2.104
C -2.012 4.098 -1.438
C -2.097 2.797 -0.941
N -1.160 1.878 -1.120
C -0.022 2.208 -1.807
C -3.117 5.033 -1.285
C -3.216 6.324 -1.732
C -4.468 6.927 -1.452
C -5.314 6.096 -0.792
S -4.597 4.566 -0.501
C 3.145 0.555 -2.730
H 6.900 -3.508 -2.919
H 5.163 -4.768 -1.397
H 3.020 -3.338 -1.003
H 1.349 -2.007 -1.469
H 3.306 3.120 -3.590
H 1.567 4.829 -3.323
H -0.698 5.464 -2.479
H -2.958 2.466 -0.370
H -2.420 6.840 -2.248
H -4.721 7.938 -1.737
H -6.322 6.282 -0.461
H 4.111 0.785 -3.163
N -4.683 0.955 0.329
C -5.117 -0.192 -0.470
C -4.641 -0.067 -1.938
C -3.376 -0.881 -2.176
O -3.407 -1.913 -2.813
O -2.250 -0.441 -1.639
H -4.554 0.691 1.297
H -5.383 1.687 0.292
H -6.205 -0.299 -0.460
H -4.696 -1.098 -0.031
H -4.447 0.984 -2.164
H -5.398 -0.447 -2.621
C -1.420 -4.330 0.106
C -1.404 -3.097 -0.516
N -0.586 -2.121 -0.106
C 0.265 -2.360 0.897
C 0.328 -3.572 1.584
C -0.574 -4.561 1.174
C 1.196 -3.866 2.729
C 2.330 -3.360 3.259
C 3.350 -2.386 2.858
C 4.417 -2.167 3.737
C 5.429 -1.320 3.329
N 5.422 -0.716 2.144
C 4.367 -0.967 1.384
N 3.349 -1.767 1.671
H -2.101 -5.093 -0.241
H -2.041 -2.886 -1.367
H 0.966 -1.582 1.143
H -0.580 -5.519 1.679
H 0.814 -4.716 3.287
H 2.614 -3.838 4.191
H 4.449 -2.657 4.700
H 6.287 -1.119 3.960
H 4.324 -0.474 0.418
*
```

Calculated relative energies: a 0.0000; b 0.0227, given in hartree